(1)
A molecular structure, C51H71N7O5S3Ti at a distorted geometry. Source: the Open Molecules 2025 dataset; level of theory: ωB97M-V/def2-TZVPD.

```
! wB97M-V def2-TZVPD RIJCOSX def2/J DEFGRID3
* xyz 0 1
Ti 0.147 -0.170 -0.335
S -1.656 -3.126 2.421
S 3.598 0.473 -0.171
S 3.034 3.151 0.987
O -6.115 -1.128 2.198
O -1.273 1.151 0.138
O -3.424 1.606 1.438
O 0.333 -0.299 1.528
O 0.806 -0.504 -2.054
N 1.328 -1.790 -0.075
N -4.066 -2.041 2.429
N -1.930 0.709 -2.677
N -1.553 -1.507 -0.751
N 1.204 1.634 -0.201
N 0.416 2.709 0.247
N -3.358 -2.996 4.433
C -4.396 1.450 6.111
C 1.924 -1.942 -3.654
C 4.145 -5.538 -4.276
C -0.094 -0.898 5.506
C 1.546 -1.585 -2.362
C -5.904 0.184 4.739
C -3.902 3.822 2.030
C 2.209 -3.318 1.750
C -2.325 5.593 1.605
C 1.072 -1.230 2.144
C 3.075 -4.713 3.659
C 5.245 -4.937 -2.132
C 2.658 -3.131 -3.775
C 3.890 -5.163 -2.817
C -2.871 -1.067 -1.247
C -4.652 -3.457 4.930
C 0.884 -0.225 4.530
C 5.022 1.573 0.038
C -3.024 2.897 1.465
C 4.720 2.507 1.196
C 1.582 -2.194 1.242
C 3.176 -6.341 -2.140
C -0.818 2.351 0.407
C 4.352 -5.037 2.870
C -5.095 -1.184 2.848
C 1.670 0.386 -4.673
C -4.819 -0.300 4.013
C -3.316 0.985 5.373
C 2.030 -2.399 3.963
C 2.113 0.280 5.300
C -4.948 -4.900 4.540
C -1.783 3.322 0.969
C 2.442 1.744 0.135
C 2.075 -5.867 3.489
C -3.525 0.104 4.325
C 2.432 -3.430 3.131
C 3.043 -3.895 -2.682
C 0.176 1.003 3.944
C -1.454 4.677 1.053
C 3.445 -4.606 5.138
C -2.796 -0.457 -2.638
C -3.098 -2.729 3.131
C 2.441 -1.480 -6.086
C -5.689 1.052 5.796
C -6.221 -5.404 5.200
C -3.554 5.155 2.097
C 2.656 -3.494 -1.400
C 1.340 -1.264 3.502
C 0.091 -1.459 -5.258
C 1.543 -1.129 -4.893
C 1.878 -2.358 -1.228
H -7.074 -4.774 4.941
H -3.561 -1.920 -1.293
H 2.258 -0.772 -6.896
H -0.026 -2.521 -5.480
H 3.739 -7.264 -2.294
H 2.514 -6.809 3.826
H 2.960 -3.443 -4.762
H -6.527 1.427 6.368
H -1.167 -2.220 -1.369
H -1.768 1.007 -3.631
H 4.137 -5.278 1.829
H -6.456 -6.420 4.887
H 0.374 -1.718 6.053
H -2.381 -1.204 -3.320
H -3.826 -0.268 -2.973
H -6.903 -0.122 4.460
H 2.983 -4.075 -0.559
H 3.497 -1.421 -5.819
H 2.563 -4.478 5.766
H -3.281 -0.351 -0.531
H 2.243 -2.478 -6.479
H -0.567 -1.209 -4.425
H 1.817 1.050 6.015
H 2.174 -6.477 -2.551
H -4.098 -5.530 4.819
H 1.025 0.744 -3.878
H 0.798 1.532 3.222
H 5.848 -5.847 -2.167
H -4.245 5.865 2.533
H 3.947 -5.520 5.458
H -2.706 1.113 0.989
H 4.793 1.988 2.151
H 4.120 -3.768 5.323
H -0.754 0.740 3.443
H 1.782 -5.980 2.445
H 2.698 0.657 -4.419
H 2.838 0.715 4.611
H 5.889 0.944 0.239
H -5.441 -2.800 4.567
H -0.053 1.689 4.764
H -4.230 2.134 6.933
H -4.849 3.461 2.408
H -2.332 1.483 -2.165
H -2.687 -0.237 3.733
H -2.311 1.312 5.605
H 3.211 -5.703 -4.817
H -0.950 -1.301 4.960
H -0.492 4.989 0.673
H -0.461 -0.172 6.236
H 1.171 -5.679 4.068
H 5.118 -4.658 -1.086
H 3.077 -6.189 -1.065
H 2.224 -2.471 5.023
H -1.671 -1.966 0.162
H 5.043 -4.193 2.882
H 5.194 2.134 -0.880
H 4.856 -5.901 3.309
H 5.399 3.358 1.198
H 4.711 -4.767 -4.799
H -4.066 -2.211 1.434
H -4.638 -3.339 6.016
H 5.800 -4.139 -2.627
H -2.567 -3.462 4.857
H 2.505 -4.130 1.113
H 1.410 0.898 -5.603
H -0.227 -0.886 -6.131
H -6.129 -5.405 6.287
H -2.054 6.638 1.660
H 4.725 -6.461 -4.320
H 2.610 -0.517 5.852
H -5.035 -4.962 3.452
*
```

**ΔE to the lowest compared entry with this formula, charge and spin**: 54.9 kJ/mol
**HOMO-LUMO gap**: 6.82 eV

These are the Mulliken partial charges, in e, on atoms 1 to 6: -2.02, -0.04, 0.02, 0.01, -0.62, 1.57

=====

(2)
6 unconnected molecules or ions with the total composition C14H17Cl20FO5S at a distorted geometry. Source: the Open Molecules 2025 dataset; level of theory: ωB97M-V/def2-TZVPD.

```
! wB97M-V def2-TZVPD RIJCOSX def2/J DEFGRID3
* xyz 0 1
Cl -2.630 -4.017 0.619
Cl -5.310 -4.442 1.606
Cl 6.751 3.538 1.632
Cl -6.251 1.066 -0.443
Cl 4.359 4.991 0.964
Cl 4.254 -0.767 1.469
Cl -1.507 4.264 -1.425
Cl -4.314 -6.019 -0.593
Cl 6.324 6.186 2.708
Cl 0.918 5.558 -0.543
Cl 6.904 5.840 -0.097
Cl -7.378 -1.108 1.083
Cl -3.269 -6.425 2.065
Cl 6.963 -0.072 2.167
Cl -4.838 0.030 1.846
Cl 6.455 -1.756 -0.121
Cl -5.040 -1.552 -0.545
Cl -0.328 3.552 1.106
Cl -1.586 6.128 0.771
Cl 5.739 1.039 -0.196
S 2.277 -0.221 -2.329
F 0.172 -2.578 -2.497
O 1.088 -0.295 -1.272
O 2.991 -1.444 -2.294
O 0.162 -1.004 3.318
O 3.011 0.984 -2.169
O 1.360 -0.084 -3.609
C 6.088 5.138 1.304
C -2.091 -1.937 -2.628
C 1.435 -1.464 2.923
C -1.083 0.666 -1.099
C -0.244 -0.377 -1.832
C -5.882 -0.389 0.486
C 5.855 -0.390 0.818
C -0.392 -0.064 2.439
C -0.624 4.881 -0.021
C -1.667 0.292 0.270
C -0.016 0.139 -3.268
C -0.901 -0.703 1.153
C -3.884 -5.229 0.926
C -0.786 -1.795 -1.854
H -1.748 1.216 0.847
H -1.838 -2.148 -3.664
H 0.295 0.765 2.232
H -0.212 1.207 -3.354
H -2.623 -2.806 -2.250
H -1.587 -1.487 1.480
H -2.714 -1.048 -2.588
H 1.947 -0.738 2.293
H 2.027 -1.750 3.786
H -0.594 -0.353 -4.043
H -0.895 -2.218 -0.861
H -1.931 0.891 -1.754
H -0.067 -1.208 0.669
H -1.259 0.345 2.963
H -0.512 1.589 -1.058
H 1.315 -2.358 2.300
H -2.688 -0.056 0.166
*
```

**Structure (SMILES)**: COCCCC[C@@]1([C@@H](C)F)COS(=O)(=O)O1.ClC(Cl)(Cl)Cl.ClC(Cl)(Cl)Cl.ClC(Cl)(Cl)Cl.ClC(Cl)(Cl)Cl.ClC(Cl)(Cl)Cl
**HOMO-LUMO gap**: 9.73 eV

These are the Mulliken partial charges, in e, on atoms 1 to 6: 0.00, -0.07, -0.03, -0.11, -0.03, -0.11

=====

(3)
A molecular structure, C4H7LiO2Sn at a distorted geometry. Source: the Open Molecules 2025 dataset; level of theory: ωB97M-V/def2-TZVPD.

```
! wB97M-V def2-TZVPD RIJCOSX def2/J DEFGRID3
* xyz 1 2
Sn -0.979 -2.241 -1.095
O 0.042 -0.659 -1.306
O -1.849 -0.864 -0.011
C -0.938 0.093 -0.151
C 0.075 0.322 0.964
C 1.225 0.698 0.112
C 1.265 0.032 -1.220
Li -2.862 -2.148 0.807
H -0.459 0.654 1.860
H 1.875 1.544 0.332
H 1.287 0.765 -2.048
H 0.200 2.158 1.958
H 0.382 -0.697 1.645
H -1.368 1.027 -0.551
H 2.102 -0.684 -1.296
*
```

**ΔE to the lowest compared entry with this formula, charge and spin**: 287.1 kJ/mol
**Expectation value of S²**: 0.7518
**HOMO-LUMO gap (spin up / spin down)**: 4.12 / 4.13 eV

These are the Mulliken partial charges, in e, on atoms 1 to 6: 0.46, -0.26, -0.69, 0.16, -0.34, -0.68

=====

(4)
4 unconnected molecules or ions with the total composition C38H78BrN5O13P3S3 at a distorted geometry. Source: the Open Molecules 2025 dataset; level of theory: ωB97M-V/def2-TZVPD.

```
! wB97M-V def2-TZVPD RIJCOSX def2/J DEFGRID3
* xyz 1 1
Br 1.104 2.035 -3.512
S -7.833 3.524 2.680
S -2.985 3.316 4.207
S -3.722 1.024 5.894
P 2.194 -2.095 -5.603
P 5.528 3.738 -0.055
P 2.349 -8.405 -8.373
O 2.381 -2.949 -6.953
O 5.187 5.163 0.211
O 0.743 -2.802 -5.289
O 3.009 -2.565 -4.440
O 5.035 2.957 1.299
O 3.516 -7.437 -8.427
O 3.157 -0.852 -6.161
O -6.403 5.864 2.874
O 5.734 3.741 -1.705
O 2.408 -8.641 -10.051
O 2.799 -9.940 -8.118
O 7.073 3.363 0.206
O 2.115 -8.172 -6.736
N -0.439 -1.336 0.769
N -6.087 4.803 1.023
N -5.358 5.945 0.987
N -1.880 1.066 0.052
N -2.293 3.114 6.809
C -5.566 6.568 2.113
C -6.816 2.354 3.635
C 1.668 -7.717 -10.866
C -0.789 0.144 2.724
C 5.585 3.409 2.537
C -0.330 4.599 7.193
C -0.447 1.153 0.356
C 0.107 2.312 -1.843
C 4.526 3.599 -2.477
C -6.446 -0.174 3.461
C -2.800 -2.177 0.908
C 3.835 -10.527 -8.905
C -0.853 3.282 6.547
C -3.961 -1.293 1.404
C -6.358 1.169 2.747
C 8.107 4.174 -0.355
C 3.219 -8.426 -5.876
C -3.940 2.844 8.657
C 0.454 1.149 -0.915
C -2.208 -0.177 -0.659
C 0.830 -4.229 -5.154
C 2.213 1.469 3.601
C 2.099 1.256 2.073
C 0.431 3.672 -1.232
C 2.421 0.248 4.385
C -2.961 2.474 5.793
C -6.232 -1.378 2.496
C 3.704 -3.278 -7.369
C -2.592 1.995 2.997
C -1.743 -1.470 0.017
C 2.986 0.412 -5.499
C -2.525 2.526 8.138
C 2.377 -0.748 5.034
C -0.106 0.031 1.324
C -6.728 4.755 2.161
C -1.129 1.573 3.207
C -4.793 -1.922 2.531
C 1.434 -0.039 1.604
H -0.067 -0.256 3.443
H 0.374 0.205 -1.459
H -4.636 -1.146 0.556
H -0.122 -4.577 -4.755
H 0.609 -7.739 -10.611
H 4.136 -2.515 -8.015
H -6.935 1.146 1.819
H 3.628 -4.206 -7.933
H 6.632 3.122 2.619
H 3.413 -9.496 -5.800
H 4.579 -9.785 -9.196
H 4.023 2.666 -2.218
H -0.416 3.985 -0.610
H -5.702 -0.272 4.253
H 0.224 4.385 8.105
H -5.103 7.498 2.394
H -6.969 -2.139 2.759
H -1.210 5.210 7.399
H 2.060 -6.706 -10.741
H -4.868 -2.991 2.291
H -2.792 2.397 2.008
H -1.769 -0.181 -1.670
H 1.313 3.642 -0.587
H 0.292 5.138 6.479
H 4.314 -11.291 -8.294
H 1.392 2.043 4.034
H -1.690 -0.466 2.838
H -5.328 1.403 2.456
H -1.841 3.052 8.812
H -3.263 1.178 3.267
H -0.432 2.335 2.855
H -0.337 -2.004 1.534
H -2.193 1.823 -0.543
H 3.857 4.442 -2.294
H -3.562 -0.300 1.631
H 3.123 1.245 1.691
H -7.405 1.999 4.481
H 7.801 5.218 -0.419
H 1.783 -8.021 -11.904
H -0.289 2.134 0.799
H 8.381 3.803 -1.341
H 4.353 -3.437 -6.507
H -1.543 -2.174 -0.793
H 8.973 4.098 0.300
H -3.283 -0.171 -0.835
H -4.241 3.780 8.179
H 5.023 2.918 3.330
H 3.251 0.322 -4.445
H -3.912 3.033 9.729
H 1.905 -0.316 0.651
H 3.096 2.098 3.760
H 3.414 -11.001 -9.789
H 1.663 2.165 1.654
H -6.509 -1.034 1.495
H 4.791 3.573 -3.531
H 5.479 4.487 2.645
H -1.000 1.557 4.292
H -4.660 2.072 8.396
H 0.313 -1.560 0.112
H -0.656 3.365 5.481
H 0.544 4.448 -1.987
H -3.233 -2.991 0.320
H 2.941 -8.051 -4.892
H 3.639 1.141 -5.975
H -2.359 -2.671 1.784
H -7.442 -0.274 3.903
H -2.264 1.467 8.202
H 2.245 -1.550 5.723
H 1.580 -0.894 2.271
H -4.334 -1.840 3.519
H -0.266 2.433 6.916
H -0.942 2.308 -2.138
H 1.617 -4.515 -4.460
H 4.110 -7.903 -6.215
H -5.932 2.875 4.003
H 1.479 1.331 -0.586
H 1.955 0.744 -5.597
H 0.991 -4.697 -6.123
*
```

**HOMO-LUMO gap**: 7.11 eV

These are the Mulliken partial charges, in e, on atoms 1 to 6: -0.06, -0.26, -0.16, -0.27, 1.22, 1.08

=====

(5)
7 unconnected molecules or ions with the total composition H14O7 at a distorted geometry. Source: the Open Molecules 2025 dataset; level of theory: ωB97M-V/def2-TZVPD.

```
! wB97M-V def2-TZVPD RIJCOSX def2/J DEFGRID3
* xyz 0 1
O 3.307 0.679 -1.075
O 0.788 0.322 -1.502
O -0.707 2.480 0.650
O -1.940 -0.229 -0.339
O 2.268 -2.299 0.739
O -4.045 -1.010 -0.901
O -0.124 0.258 2.313
H 2.450 -2.623 -0.150
H 1.723 -1.517 0.597
H 4.243 0.894 -1.160
H 1.686 0.047 -1.286
H 0.048 -0.182 3.153
H -4.227 -0.993 0.045
H 0.731 1.223 -1.167
H -1.017 -0.021 2.080
H -1.990 -0.631 -1.213
H -0.725 1.546 0.884
H 3.253 0.191 -0.246
H -3.862 -0.090 -1.121
H -0.769 2.483 -0.312
H -1.091 -0.528 0.008
*
```

**ΔE to the lowest compared entry with this formula, charge and spin**: 240.2 kJ/mol
**Structure (SMILES)**: O.O.O.O.O.O.O
**HOMO-LUMO gap**: 10.63 eV

These are the Mulliken partial charges, in e, on atoms 1 to 6: -0.67, -0.53, -0.61, -0.57, -0.64, -0.65

=====

(6)
C3H4S2 in the gas phase at a distorted geometry. Source: the Open Molecules 2025 dataset; level of theory: ωB97M-V/def2-TZVPD.

```
! wB97M-V def2-TZVPD RIJCOSX def2/J DEFGRID3
* xyz 0 1
S 1.782 1.841 -0.027
S -1.202 -1.631 -1.412
C 1.374 0.327 0.501
C -0.938 -0.218 -0.855
C -0.223 0.072 0.617
H -0.938 0.790 1.043
H 1.780 -0.687 0.464
H -1.270 0.634 -1.427
H -0.366 -1.129 1.096
*
```

**ΔE to the lowest compared entry with this formula, charge and spin**: 251.7 kJ/mol
**Structure (SMILES)**: S=CCC=S
**HOMO-LUMO gap**: 7.80 eV

These are the Mulliken partial charges, in e, on atoms 1 to 6: -0.19, -0.24, -0.11, -0.12, -0.58, 0.33

=====

no.,calculated total energy (eV)
1,-130336.265
2,-289029.600
3,-14377.705
4,-205142.445
5,-14558.972
6,-24843.033